# 1
{
  "formula": "C29H33IIrN6OS",
  "method": "ωB97M-V/def2-TZVPD",
  "homo_energy_ev": [-19.255, -19.255],
  "s_squared": 0.76,
  "relative_energy_kj_mol": 0.0,
  "total_energy_ev": -63335.68511,
  "total_charge": 4,
  "spin_multiplicity": 2,
  "symbols": ["Ir", "C", "C", "C", "C", "C", "C", "C", "N", "N", "C", "C", "C", "C", "C", "C", "N", "C", "C", "C", "C", "C", "C", "N", "H", "H", "H", "H", "H", "H", "H", "H", "H", "H", "H", "H", "H", "H", "H", "H", "H", "H", "H", "H", "S", "C", "C", "N", "C", "H", "H", "H", "I", "C", "C", "C", "C", "C", "N", "H", "H", "H", "H", "C", "C", "O", "H", "H", "H", "H", "H", "H"],
  "positions_angstrom": [[-0.8730, -0.4628, -0.0765], [-3.2212, 0.7865, -1.5388], [-2.9786, -0.1906, -2.6690], [-1.5459, -0.4459, -3.0679], [-1.2713, -0.5521, -4.4259], [-0.0030, -0.8728, -4.8719], [0.9869, -1.0892, -3.9256], [0.6637, -0.9580, -2.5957], [-0.5675, -0.6294, -2.1503], [-2.8150, 0.2574, -0.2079], [-2.9317, 1.3425, 0.8090], [-2.3067, 0.8660, 2.0861], [-2.7255, 1.3183, 3.3204], [-2.1036, 0.8396, 4.4648], [-1.0787, -0.0824, 4.3259], [-0.7136, -0.4971, 3.0609], [-1.3142, -0.0432, 1.9474], [-3.7364, -0.8579, 0.2200], [-3.1942, -2.1897, -0.1840], [-4.0020, -3.2867, -0.4182], [-3.4260, -4.4656, -0.8638], [-2.0573, -4.4934, -1.1032], [-1.3101, -3.3677, -0.8389], [-1.8588, -2.2431, -0.3380], [-4.2832, 1.0390, -1.4913], [-2.6791, 1.7146, -1.7058], [-3.4909, 0.2109, -3.5432], [-3.4713, -1.1472, -2.4721], [-2.0727, -0.3896, -5.1337], [0.2046, -0.9592, -5.9304], [1.9952, -1.3581, -4.2071], [1.4129, -1.1264, -1.8418], [-3.9821, 1.6041, 0.9531], [-2.4120, 2.2225, 0.4324], [-3.5351, 2.0335, 3.3841], [-2.4193, 1.1757, 5.4438], [-0.5649, -0.4876, 5.1861], [0.0863, -1.2079, 2.9352], [-4.7252, -0.6930, -0.2103], [-3.8450, -0.8192, 1.3044], [-5.0712, -3.2093, -0.2700], [-4.0373, -5.3388, -1.0508], [-1.5724, -5.3756, -1.4969], [-0.2468, -3.3466, -1.0289], [9.0444, 4.1712, 1.3125], [8.3243, 5.5795, 1.7800], [6.9791, 5.3409, 2.2448], [6.5792, 4.0654, 2.2005], [7.5445, 3.3145, 1.7428], [8.8232, 6.5400, 1.7421], [6.3326, 6.1203, 2.6267], [7.4885, 2.2384, 1.6437], [3.1315, 0.6816, -0.2525], [2.3569, -1.1548, 0.4181], [3.3533, -2.0631, 0.7569], [3.0250, -3.2830, 1.3176], [1.6859, -3.5441, 1.5555], [0.7562, -2.6130, 1.1573], [1.0413, -1.4332, 0.5457], [4.3878, -1.7972, 0.5974], [3.7962, -3.9951, 1.5815], [1.3559, -4.4569, 2.0319], [-0.2889, -2.8079, 1.3368], [0.5834, 3.7403, -0.7074], [0.1275, 2.3804, -1.1651], [-0.1012, 1.5154, 0.0057], [0.7357, 4.3785, -1.5779], [1.5320, 3.6813, -0.1698], [-0.1571, 4.2169, -0.0656], [0.8476, 1.8913, -1.8192], [-0.8299, 2.4296, -1.6754], [0.6383, 1.6384, 0.6200]],
  "forces_ev_per_a": [[0.0, 0.0, 0.0], [0.0, 0.0, 0.0], [0.0, 0.0, 0.0], [0.0, 0.0, 0.0], [0.0, 0.0, 0.0], [0.0, 0.0, 0.0], [0.0, 0.0, 0.0], [0.0, 0.0, 0.0], [0.0, 0.0, 0.0], [0.0, 0.0, 0.0], [0.0, 0.0, 0.0], [0.0, 0.0, 0.0], [0.0, 0.0, 0.0], [0.0, 0.0, 0.0], [0.0, 0.0, 0.0], [0.0, 0.0, 0.0], [0.0, 0.0, 0.0], [0.0, 0.0, 0.0], [0.0, 0.0, 0.0], [0.0, 0.0, 0.0], [0.0, 0.0, 0.0], [0.0, 0.0, 0.0], [0.0, 0.0, 0.0], [0.0, 0.0, 0.0], [0.0, 0.0, 0.0], [0.0, 0.0, 0.0], [0.0, 0.0, 0.0], [0.0, 0.0, 0.0], [0.0, 0.0, 0.0], [0.0, 0.0, 0.0], [0.0, 0.0, 0.0], [0.0, 0.0, 0.0], [0.0, 0.0, 0.0], [0.0, 0.0, 0.0], [0.0, 0.0, 0.0], [0.0, 0.0, 0.0], [0.0, 0.0, 0.0], [0.0, 0.0, 0.0], [0.0, 0.0, 0.0], [0.0, 0.0, 0.0], [0.0, 0.0, 0.0], [0.0, 0.0, 0.0], [0.0, 0.0, 0.0], [0.0, 0.0, 0.0], [0.0, 0.0, 0.0], [0.0, 0.0, 0.0], [0.0, 0.0, 0.1], [0.2, 0.1, -0.1], [0.2, 0.1, 0.0], [0.0, 0.0, 0.0], [0.0, 0.0, 0.0], [0.0, 0.0, 0.0], [-0.3, -0.1, 0.0], [0.1, 0.0, -0.1], [0.0, 0.0, 0.1], [0.0, 0.0, 0.0], [0.0, 0.0, 0.0], [0.0, 0.0, 0.0], [0.0, 0.0, -0.1], [0.0, 0.0, 0.0], [0.0, 0.0, 0.0], [0.0, 0.0, 0.0], [0.0, 0.0, 0.0], [0.0, 0.0, 0.0], [0.0, 0.0, 0.0], [-0.1, 0.0, 0.1], [0.0, 0.0, 0.0], [0.0, 0.0, 0.0], [0.0, 0.0, 0.0], [0.0, 0.0, 0.0], [0.0, 0.0, 0.0], [0.0, 0.0, -0.1]]
}


# 2
{
  "formula": "C29H33N2S3",
  "method": "ωB97M-V/def2-TZVPD",
  "homo_energy_ev": -10.507,
  "relative_energy_kj_mol": 0.0,
  "total_energy_ev": -66077.94639,
  "total_charge": 1,
  "spin_multiplicity": 1,
  "symbols": ["C", "C", "N", "C", "C", "C", "C", "C", "S", "C", "S", "N", "C", "C", "C", "C", "C", "C", "C", "C", "C", "C", "C", "C", "C", "C", "C", "S", "H", "H", "H", "H", "H", "H", "H", "H", "H", "H", "H", "H", "H", "H", "H", "H", "H", "H", "H", "H", "H", "H", "H", "H", "H", "H", "H", "C", "C", "C", "C", "C", "C", "H", "H", "H", "H", "H", "H"],
  "positions_angstrom": [[6.6635, -1.7293, 1.2750], [5.6862, -2.0195, 0.5945], [4.4618, -2.3071, -0.1969], [3.5301, -3.0295, 0.7313], [2.3479, -3.8220, 0.0202], [0.9288, -3.1062, 0.1354], [0.4614, -2.8039, 1.6328], [-0.2915, -1.3963, 1.6653], [0.8541, 0.0432, 1.9081], [1.0691, 0.8273, 0.2605], [2.1130, 0.2646, -0.9275], [0.2717, 2.0520, -0.0146], [1.0826, 3.0119, -0.7747], [2.3580, 3.5303, -0.0991], [3.3199, 4.4773, -0.7466], [3.0354, 4.9714, -2.1460], [1.7556, 4.5015, -2.8259], [0.7816, 3.5353, -2.1517], [-0.9710, 1.6702, -0.7025], [-1.0797, 0.8612, -1.9678], [-2.4265, 0.4859, -2.5763], [-3.7222, 0.9103, -1.8931], [-3.6378, 1.7459, -0.6170], [-2.2804, 2.1005, -0.0510], [2.5923, -4.2129, -1.5142], [3.6062, -3.2740, -2.3169], [4.9122, -3.1045, -1.3908], [6.1257, -2.0148, -2.3341], [7.7024, -1.6821, 1.6971], [4.1235, -1.3728, -0.5100], [4.1050, -3.7125, 1.4328], [3.0705, -2.2257, 1.4073], [2.2426, -4.8145, 0.5834], [0.9015, -2.2096, -0.5550], [0.1681, -3.8545, -0.2837], [-0.2542, -3.6368, 1.9400], [1.3172, -2.8436, 2.3879], [-0.8156, -1.2965, 0.6530], [-1.0991, -1.4131, 2.4654], [2.5792, 3.1602, 0.9445], [4.2629, 4.8003, -0.2134], [3.7533, 5.6683, -2.6800], [1.5847, 4.8955, -3.8752], [-0.1516, 3.2279, -2.6993], [-0.1573, 0.5052, -2.5106], [-2.4866, -0.1419, -3.5190], [-4.7436, 0.6193, -2.3029], [-4.5929, 2.0593, -0.0951], [-2.2564, 2.7057, 0.9126], [2.9060, -5.3028, -1.6468], [1.5786, -4.1165, -2.0388], [3.9511, -3.8398, -3.2372], [3.1582, -2.2852, -2.6318], [5.3937, -4.0958, -1.1429], [5.9489, -0.7314, -1.8145], [-6.0994, 0.9163, 2.2488], [-7.3458, 0.3281, 2.4323], [-8.3678, 1.0415, 3.0481], [-8.1462, 2.3476, 3.4720], [-6.9010, 2.9371, 3.2852], [-5.8761, 2.2205, 2.6776], [-5.3009, 0.3581, 1.7713], [-7.5207, -0.6881, 2.0956], [-9.3377, 0.5805, 3.1971], [-8.9447, 2.9057, 3.9479], [-6.7290, 3.9561, 3.6144], [-4.9030, 2.6789, 2.5370]],
  "forces_ev_per_a": [[-0.8, -1.2, -1.5], [0.8, 0.9, 1.0], [3.4, -0.2, 2.1], [-2.3, -0.3, 1.5], [-0.5, -0.7, -0.2], [0.1, -0.9, 0.1], [-0.1, 0.2, -0.3], [-0.7, -1.5, -0.8], [-0.5, 0.2, -0.7], [-0.2, -0.1, -1.3], [-0.6, 0.4, 1.6], [1.4, -1.0, -1.5], [2.7, 3.1, -1.7], [-0.6, 0.7, -2.0], [-2.6, -1.1, -1.7], [-2.5, -2.2, 1.3], [1.3, -0.6, 2.7], [2.4, 0.9, 1.2], [-4.7, -0.9, -0.7], [-2.2, 0.4, 0.8], [-0.4, 1.7, 2.9], [3.0, 1.0, 1.4], [2.7, -1.3, -1.8], [-0.4, -1.2, -1.8], [-0.5, 0.2, -0.7], [0.6, -1.5, 1.0], [-1.3, 1.3, -2.6], [0.1, 0.0, 0.2], [-1.8, 0.2, -0.4], [-0.7, -0.5, 0.1], [-0.3, 0.9, -1.3], [0.7, -1.0, -1.0], [0.3, 1.4, -0.6], [0.1, -0.8, 1.0], [1.1, 1.1, 0.4], [0.8, 1.2, -0.3], [-1.1, 0.2, -1.0], [0.6, 0.2, 1.5], [1.2, 0.5, -0.9], [-0.3, 0.5, -1.3], [-1.4, -0.5, -0.6], [-1.1, -1.0, 0.8], [-0.1, -0.7, 1.5], [1.2, 0.4, 0.7], [-1.2, 0.5, 0.8], [0.3, 1.0, 1.4], [1.7, 0.4, 0.5], [1.4, -0.4, -0.7], [0.2, -0.9, -1.5], [-0.3, 1.5, 0.4], [1.4, -0.3, 0.7], [-0.5, 0.9, 1.0], [0.7, -1.0, 0.5], [-0.6, 1.3, 0.1], [-0.3, -1.3, -0.1], [0.0, 0.0, 0.0], [0.0, 0.0, 0.0], [0.1, 0.0, 0.0], [0.0, -0.1, 0.0], [0.0, 0.0, 0.0], [-0.1, -0.1, 0.0], [0.0, 0.0, 0.0], [0.0, 0.1, 0.0], [0.1, 0.0, 0.0], [0.1, 0.0, 0.0], [0.0, -0.1, 0.0], [0.0, 0.0, 0.0]]
}


# 3
{
  "formula": "C29H34AsN4NaO2S3",
  "method": "ωB97M-V/def2-TZVPD",
  "homo_energy_ev": -0.036,
  "relative_energy_kj_mol": 54.0,
  "total_energy_ev": -138442.40526,
  "total_charge": -2,
  "spin_multiplicity": 1,
  "symbols": ["Na", "C", "O", "C", "C", "C", "C", "C", "C", "N", "N", "C", "C", "C", "C", "O", "C", "N", "C", "C", "C", "C", "H", "H", "H", "H", "H", "H", "H", "H", "H", "H", "H", "H", "C", "C", "S", "C", "C", "S", "H", "H", "H", "H", "H", "H", "N", "C", "C", "C", "C", "C", "C", "H", "H", "H", "H", "H", "H", "H", "C", "As", "C", "C", "S", "H", "H", "H", "H", "H", "H", "H", "H", "H"],
  "positions_angstrom": [[0.4007, 0.1257, 1.3919], [-1.1561, -6.4586, -4.0486], [-1.6001, -5.1253, -4.2181], [-0.6615, -4.2036, -4.5660], [-0.9945, -2.8735, -4.3412], [-0.1001, -1.8673, -4.6534], [1.1453, -2.1623, -5.2098], [1.4435, -3.4834, -5.4711], [0.5600, -4.5133, -5.1390], [2.0644, -1.1521, -5.6775], [2.2315, -0.0876, -5.0441], [1.7898, 0.1405, -3.7280], [1.4465, 1.4669, -3.4785], [0.8291, 1.8911, -2.3158], [0.5334, 0.9802, -1.2709], [-0.0748, 1.3114, -0.2267], [1.0322, -0.4088, -1.4559], [0.8717, -1.2396, -0.3981], [1.4072, -2.4352, -0.4253], [2.1819, -2.8767, -1.5111], [2.3199, -2.0664, -2.6024], [1.6873, -0.8006, -2.6350], [-1.9836, -7.0056, -3.6091], [-0.2952, -6.5055, -3.3806], [-0.8932, -6.9282, -4.9978], [-1.9558, -2.6433, -3.8975], [-0.3606, -0.8363, -4.4505], [2.3999, -3.7142, -5.9271], [0.8403, -5.5374, -5.3384], [1.6303, 2.1719, -4.2856], [0.5404, 2.9273, -2.1786], [1.2669, -3.0475, 0.4608], [2.6787, -3.8387, -1.4658], [2.9454, -2.3721, -3.4295], [0.1447, -3.2210, 4.8291], [0.6764, -2.0435, 4.0068], [-0.5304, -0.7899, 3.6141], [1.9794, -2.0457, 3.6573], [2.8345, -3.2265, 4.1103], [2.8291, -0.7967, 2.7159], [-0.8903, -3.0382, 5.1126], [0.7292, -3.3838, 5.7453], [0.1773, -4.1656, 4.2637], [2.8877, -3.3017, 5.2068], [3.8473, -3.1130, 3.7307], [2.4377, -4.1880, 3.7510], [-2.7876, 2.1843, 0.6281], [-3.0514, 3.4954, 0.2794], [-3.5804, 4.4177, 1.1971], [-3.8822, 5.7129, 0.8006], [-3.6647, 6.1401, -0.5087], [-3.1276, 5.2319, -1.4171], [-2.8268, 3.9312, -1.0361], [-2.7579, 1.9861, 1.6204], [-2.0437, 1.7330, 0.1081], [-3.7247, 4.1047, 2.2243], [-4.2854, 6.4047, 1.5331], [-3.8943, 7.1558, -0.8090], [-2.9394, 5.5396, -2.4406], [-2.4029, 3.2327, -1.7529], [0.1391, 3.3447, 2.3993], [-0.3167, 2.8966, 4.2228], [0.0618, 4.6020, 5.0772], [1.0976, 1.8222, 4.9553], [-2.3623, 2.5324, 4.5132], [1.1802, 3.6659, 2.3627], [-0.5226, 4.1662, 2.1328], [-0.0005, 2.5508, 1.6694], [1.0466, 4.9838, 4.7950], [0.0229, 4.4450, 6.1511], [-0.7163, 5.3030, 4.7912], [1.9128, 2.5091, 5.1903], [1.4113, 1.0552, 4.2440], [0.7218, 1.3349, 5.8494]],
  "forces_ev_per_a": [[0.5, -0.8, 1.2], [-0.1, 0.2, 0.0], [-0.2, -0.5, 0.2], [0.2, 0.1, -0.1], [0.1, 0.4, 0.0], [-0.3, 0.0, -0.1], [0.1, 0.2, -0.2], [0.1, -0.3, 0.0], [0.2, 0.1, -0.1], [-0.5, -0.5, 0.0], [0.2, 0.2, 0.5], [0.1, 0.1, 0.1], [0.0, -0.1, -0.1], [0.0, -0.2, 0.0], [0.3, -0.2, -0.8], [-0.4, 0.6, -0.3], [-0.2, 0.1, 0.1], [0.1, 0.0, -0.4], [0.0, 0.1, 0.0], [0.0, -0.1, 0.0], [0.0, 0.1, 0.0], [0.3, 0.1, -0.2], [-0.1, 0.0, 0.1], [0.1, 0.0, 0.1], [0.0, 0.0, -0.1], [0.0, 0.0, 0.0], [-0.1, -0.1, 0.0], [0.0, 0.0, 0.0], [0.0, 0.0, 0.0], [0.0, 0.0, 0.1], [0.0, -0.1, 0.0], [0.0, 0.0, 0.0], [0.0, 0.0, 0.0], [0.0, 0.0, 0.0], [0.0, 0.2, -0.2], [-0.2, 0.0, 0.0], [-0.3, -0.4, 0.4], [0.2, 0.0, 0.0], [0.0, 0.1, -0.1], [-0.1, 0.0, 0.0], [0.0, 0.0, 0.0], [0.0, 0.0, -0.1], [0.0, 0.1, 0.0], [0.0, 0.0, -0.1], [0.0, 0.0, 0.0], [0.0, 0.1, 0.0], [-0.2, 0.3, 0.0], [0.1, -0.2, 0.0], [0.0, 0.0, -0.1], [0.0, 0.0, -0.1], [0.0, -0.1, 0.1], [0.0, -0.1, 0.1], [0.0, 0.1, -0.1], [0.0, 0.0, 0.0], [0.1, 0.0, 0.1], [0.0, 0.0, 0.0], [0.0, 0.0, 0.0], [0.0, 0.0, 0.0], [0.0, 0.0, 0.0], [0.0, 0.1, 0.1], [0.1, 0.0, 0.0], [-0.1, 0.2, -0.1], [0.1, 0.1, -0.1], [0.0, -0.1, 0.0], [0.1, -0.1, 0.0], [0.0, 0.0, 0.0], [0.0, 0.1, -0.1], [-0.1, 0.0, 0.2], [-0.1, -0.1, 0.0], [0.0, 0.0, 0.1], [-0.1, 0.1, 0.0], [0.0, 0.0, 0.0], [0.0, 0.0, 0.0], [0.0, -0.1, 0.1]]
}